Entry 1:
Computed, not measured: a single C10H8N2Si molecule, with ωB97M-V/def2-TZVPD.

```
21
Properties=species:S:1:pos:R:3
C 2.854 1.369 -0.075
C 3.267 0.041 -0.104
C 1.513 1.678 -0.042
C 2.334 -0.983 -0.073
C -3.290 -0.894 -0.296
C -3.081 1.442 0.194
C 0.570 0.637 -0.011
C 0.980 -0.710 0.012
C -2.121 -1.427 -0.002
C -0.791 0.887 0.075
N -3.744 0.393 -0.063
N -1.738 1.653 0.025
Si -0.413 -2.004 0.200
H 3.588 2.160 -0.088
H 4.322 -0.189 -0.138
H 1.180 2.705 -0.037
H 2.666 -2.011 -0.081
H -4.114 -1.519 -0.657
H -3.621 2.333 0.491
H -0.141 -2.985 -0.865
H -0.222 -2.576 1.536
```

Calculated values
- Kohn-Sham gap (spin up / spin down): 6.5 / 7.2 eV
- Highest occupied orbital energy (spin up / spin down): -7.2 / -7.9 eV
- E_LUMO (spin up / spin down): -0.698 / -0.693 eV

---

Entry 2:
Computed, not measured: a gas-phase ion, C10H8N5O6 (charge -1), with ωB97M-V/def2-TZVPD.

```
29
Properties=species:S:1:pos:R:3
C 1.746 0.423 2.966
C 2.419 0.637 1.638
O 1.314 0.503 0.686
C 1.719 0.447 -0.593
C 0.638 0.675 -1.599
C 1.296 0.573 -2.909
N 1.918 0.734 -3.907
O 2.889 0.248 -0.859
H 2.448 0.533 3.797
H 0.939 1.155 3.095
H 1.314 -0.582 3.050
H 2.867 1.644 1.585
H 3.174 -0.117 1.407
H 0.283 1.712 -1.476
O -1.734 2.236 -2.247
N -2.187 1.871 -1.137
C -1.787 0.686 -0.479
C -0.802 -0.221 -1.157
C -0.981 -1.528 -0.520
N -0.609 -2.730 -1.056
O 0.080 -3.094 -1.996
O -1.130 -3.714 -0.121
N -1.866 -3.115 0.913
C -1.813 -1.778 0.612
N -2.465 -0.840 1.274
C -2.525 0.360 0.683
O -3.097 2.516 -0.542
H -0.883 -0.346 -2.270
H -3.164 1.113 1.162
```

Calculated values
- Kohn-Sham gap: 7.6 eV
- Net charge: -1
- Highest occupied orbital energy: -4.8 eV
- E_LUMO: 2.781 eV

---

Entry 3:
Computed, not measured: a molecular structure, C10H8O, with ωB97M-V/def2-TZVPD.

```
19
Properties=species:S:1:pos:R:3
C 1.522 0.222 0.297
C 1.522 1.411 1.045
C 0.315 2.099 1.304
C -0.930 1.553 0.941
C -0.877 0.414 0.196
C -2.125 -0.265 -0.198
C -2.161 -1.266 -1.051
C -0.970 -1.828 -1.450
C 0.197 -1.415 -1.012
C 0.267 -0.270 -0.126
H 2.598 -1.619 -0.001
H 2.473 1.819 1.263
H 0.400 2.969 1.973
H -1.824 2.024 1.319
H -3.062 0.236 0.075
H -3.092 -1.799 -1.379
H -1.010 -2.761 -2.101
H 1.071 -1.889 -1.497
O 2.735 -0.363 0.084
```

Calculated values
- Kohn-Sham gap: 8.2 eV
- Highest occupied orbital energy: -8.0 eV
- E_LUMO: 0.144 eV

---

Entry 4:
Computed, not measured: a single C10H8O molecule, with ωB97M-V/def2-TZVPD.

```
19
Properties=species:S:1:pos:R:3
C 2.191 0.764 -2.132
C 2.010 -0.588 -1.695
C 0.961 -0.897 -0.793
C 0.232 0.121 -0.190
C 0.381 1.446 -0.667
C 1.345 1.716 -1.605
C -0.808 -0.207 0.716
C -0.706 -0.654 2.076
C -2.076 -0.855 2.534
C -2.895 -0.476 1.540
H 3.113 0.792 -2.792
H 2.533 -1.280 -2.078
H 0.685 -1.666 -0.393
H -0.280 2.154 -0.402
H 1.466 2.773 -2.128
H 0.379 -1.154 2.512
H -2.346 -1.287 3.566
H -4.034 -0.561 1.494
O -2.152 -0.141 0.437
```

Calculated values
- Kohn-Sham gap: 9.5 eV
- Highest occupied orbital energy: -8.5 eV
- E_LUMO: 0.983 eV

---

Calculated values (a.u.) of electronic energy for the records, taken in order: -784.69424; -1110.88696; -461.03453; -460.96200.